Entry 1:
{
  "formula": "C63H116F30N11O23S10",
  "method": "wB97M-V/def2-TZVPD",
  "elements": ["S", "S", "S", "S", "S", "S", "S", "S", "S", "S", "F", "F", "F", "F", "F", "F", "F", "F", "F", "F", "F", "F", "F", "F", "F", "F", "F", "F", "F", "F", "F", "F", "F", "F", "F", "F", "F", "F", "F", "F", "O", "O", "O", "O", "O", "O", "O", "O", "O", "O", "O", "O", "O", "O", "O", "O", "O", "O", "O", "O", "O", "O", "O", "N", "N", "N", "N", "N", "N", "N", "N", "N", "N", "N", "C", "C", "C", "C", "C", "C", "C", "C", "C", "C", "C", "C", "C", "C", "C", "C", "C", "C", "C", "C", "C", "C", "C", "C", "C", "C", "C", "C", "C", "C", "C", "C", "C", "C", "C", "C", "C", "C", "C", "C", "C", "C", "C", "C", "C", "C", "C", "C", "C", "C", "C", "C", "C", "C", "C", "C", "C", "C", "C", "C", "C", "C", "C", "H", "H", "H", "H", "H", "H", "H", "H", "H", "H", "H", "H", "H", "H", "H", "H", "H", "H", "H", "H", "H", "H", "H", "H", "H", "H", "H", "H", "H", "H", "H", "H", "H", "H", "H", "H", "H", "H", "H", "H", "H", "H", "H", "H", "H", "H", "H", "H", "H", "H", "H", "H", "H", "H", "H", "H", "H", "H", "H", "H", "H", "H", "H", "H", "H", "H", "H", "H", "H", "H", "H", "H", "H", "H", "H", "H", "H", "H", "H", "H", "H", "H", "H", "H", "H", "H", "H", "H", "H", "H", "H", "H", "H", "H", "H", "H", "H", "H", "H", "H", "H", "H", "H", "H", "H", "H", "H", "H", "H", "H", "H", "H", "H", "H", "H", "H"],
  "xyz": [[-1.762, 0.063, -5.690], [-3.705, -0.157, -3.635], [0.480, -6.742, 0.886], [3.153, 0.009, 5.148], [2.305, -0.155, 7.722], [-0.716, 5.643, -0.290], [1.774, 4.716, -1.003], [-1.334, -4.548, 1.459], [5.223, -6.178, -7.556], [2.707, -5.194, -7.019], [-2.894, -5.421, 3.442], [-0.370, -1.949, -4.859], [2.244, 0.439, 10.316], [1.522, -3.271, -5.644], [4.876, -1.696, 5.940], [3.769, 5.892, 0.254], [-0.547, 8.013, -1.405], [-2.958, -6.464, 1.567], [4.034, 1.112, 9.248], [-2.010, 1.718, -2.851], [2.782, -7.874, 1.385], [3.183, -4.264, -4.600], [2.098, 2.080, 8.960], [2.894, -5.873, 1.859], [1.732, -7.285, 3.132], [7.079, -7.964, -6.608], [7.440, -5.959, -6.044], [-0.562, 8.078, 0.759], [2.660, 4.404, 1.481], [4.807, -1.815, 3.793], [0.667, -0.465, -6.019], [4.114, 3.795, -0.023], [5.942, -6.871, -5.016], [-3.669, 1.512, -1.397], [5.679, -0.019, 4.674], [-3.987, -4.652, 1.818], [-0.656, -1.851, -7.012], [3.700, -2.896, -6.243], [-2.068, -0.035, -1.604], [-2.432, 7.800, -0.313], [2.873, -4.548, -8.317], [-4.607, 0.737, -4.244], [-2.236, -5.336, 6.821], [2.316, 5.273, -2.253], [-2.414, 0.229, -6.948], [3.602, -1.446, 1.106], [-0.253, -7.984, 1.052], [1.458, -5.829, -6.791], [-1.059, 1.213, -5.196], [3.319, 1.212, 4.348], [0.916, 0.096, 7.564], [2.130, -0.941, 4.825], [5.742, -4.964, -8.130], [-0.089, 5.265, 3.992], [-1.601, -4.397, 0.065], [1.375, 3.335, -1.014], [0.832, -6.340, -0.417], [2.747, -1.456, 8.180], [-1.378, 5.099, 0.858], [-1.111, -3.388, 2.252], [5.057, -7.326, -8.428], [-4.121, -1.267, -2.872], [-1.178, 5.243, -1.610], [3.958, -6.031, -6.579], [1.943, 3.947, -5.714], [-3.201, -4.739, -5.324], [0.898, 5.199, 4.645], [-2.599, -0.702, -4.554], [3.175, 0.471, 6.635], [-0.093, -5.500, 1.800], [2.886, -1.476, 0.171], [0.772, -4.557, 5.936], [-4.841, 4.717, 1.027], [0.814, 5.647, -0.224], [-1.128, 7.460, -0.381], [2.467, -3.817, -0.398], [3.538, 2.496, -3.716], [3.314, 4.315, -5.443], [2.090, 2.047, -4.087], [-0.282, -5.572, 5.485], [2.239, 0.741, 0.829], [-6.934, 6.093, 0.950], [-0.476, -1.157, -5.909], [3.118, -2.505, -0.863], [-3.650, -3.160, -8.839], [-4.897, 4.746, -0.486], [4.126, 3.104, -4.970], [2.830, -3.832, -5.780], [1.740, 6.442, 4.753], [-3.347, -6.177, -5.717], [1.618, -5.256, 6.925], [1.736, 7.217, 3.412], [1.242, 3.857, 5.408], [-2.840, 0.830, -2.248], [1.042, 7.248, 5.890], [4.738, -0.923, 4.854], [3.215, 4.702, 0.245], [0.664, -1.216, 1.258], [1.582, -4.261, 4.742], [0.966, -1.567, -2.005], [1.156, 5.277, -5.868], [2.399, -1.994, -2.173], [-4.143, -3.741, -7.498], [2.910, -4.567, 7.299], [1.797, 3.086, -6.977], [1.300, 3.213, -4.515], [-5.529, 5.993, -1.132], [0.453, 3.954, 6.746], [-2.937, -3.947, -6.620], [3.212, 6.137, 5.183], [-4.415, -4.143, -4.591], [-0.326, 5.081, -5.910], [2.714, 3.783, 5.664], [-2.862, -5.283, 2.075], [-6.284, 4.780, 1.414], [6.431, -6.817, -6.242], [-3.410, 1.863, 3.183], [-1.122, 6.163, -6.464], [4.677, -2.806, -1.033], [-3.008, -5.630, 7.964], [3.304, 5.055, 6.259], [-2.104, -5.169, -3.081], [-4.025, 3.260, 2.966], [-4.140, 5.906, 1.619], [-4.157, 3.450, 1.432], [-3.294, -4.561, -2.377], [-0.667, -2.446, 5.554], [2.766, 0.944, 9.157], [-1.969, -4.474, -4.460], [-1.177, -6.248, 6.532], [-4.605, -4.709, -3.190], [0.960, -0.286, -1.088], [1.649, -0.507, 0.235], [0.638, 2.816, 4.539], [0.208, -3.284, 6.509], [2.055, -6.885, 1.889], [-6.960, 6.184, -0.592], [5.237, -1.902, -0.946], [0.910, 2.905, 3.485], [0.272, 2.956, -4.800], [-3.623, -6.499, 7.631], [-5.466, -4.185, -2.899], [-0.457, 2.751, 4.601], [3.229, 3.640, 4.715], [1.111, 6.732, 6.810], [3.741, 5.774, 4.249], [2.512, -2.768, -2.845], [1.471, 5.910, -5.023], [0.322, -6.300, 5.015], [-0.916, -5.118, 4.737], [2.946, 1.082, 0.111], [-1.947, -3.411, -4.283], [-2.180, 6.146, -6.124], [0.816, 3.234, -7.349], [1.003, -4.157, 3.826], [4.201, 2.333, -5.741], [3.512, -5.289, 7.854], [1.527, 1.467, -3.363], [-3.037, -2.320, -8.502], [-6.238, 4.764, 2.520], [2.751, -4.138, 0.595], [1.798, -6.272, 6.595], [-2.146, -4.517, -7.167], [5.145, 3.389, -4.720], [-4.362, -2.820, -9.606], [-0.715, 4.883, -4.858], [-1.473, -2.964, 5.047], [2.931, -1.141, -2.549], [-0.623, 4.213, -6.517], [2.235, -5.080, 4.599], [-1.162, -5.107, -2.511], [2.720, 0.660, 1.794], [-3.335, -6.860, -4.874], [3.925, 4.813, -6.170], [-5.645, 5.719, -2.210], [-4.924, 6.896, -0.990], [-2.497, -2.985, -6.435], [-1.149, 6.274, -7.584], [-0.069, -1.826, 4.839], [-0.881, 7.157, -6.001], [-1.139, -1.747, 6.224], [-6.775, 3.847, 1.075], [2.147, -3.347, 4.910], [-4.184, -6.391, -6.361], [1.448, 5.623, -6.834], [-4.247, 6.716, 0.934], [1.039, -5.339, 7.844], [-3.863, 4.741, -0.865], [1.426, 1.486, 0.813], [0.742, 4.817, 7.295], [4.371, 4.945, 6.541], [2.190, 1.278, -4.844], [3.432, -4.270, 6.348], [0.483, -1.206, -2.906], [-4.908, -3.081, -6.989], [-2.516, -6.461, -6.352], [-3.657, -4.765, 8.214], [2.601, 3.428, -7.568], [-7.669, 5.500, -0.951], [2.605, 7.837, 3.397], [-4.573, 6.168, 2.576], [-5.315, 3.806, -0.781], [2.829, 2.914, 6.267], [0.261, -2.381, -1.654], [-3.110, -3.597, -2.029], [-2.962, -3.866, -9.343], [3.371, 3.220, -2.890], [4.096, 1.601, -3.464], [-0.147, -0.511, 1.449], [-3.275, 1.726, 4.299], [3.294, 5.057, -4.621], [4.953, -3.249, -1.992], [-2.442, -5.873, 8.869], [1.042, 1.850, 4.812], [1.127, -1.424, 2.260], [5.025, -3.537, -0.311], [-4.105, -3.084, -4.477], [2.758, -4.534, -1.140], [-6.425, 6.952, 1.360], [-4.813, 2.659, 1.036], [-7.912, 6.147, 1.450], [-3.434, -5.091, -1.433], [-0.609, 4.010, 6.586], [0.749, 3.033, 7.322], [-7.322, 7.164, -0.766], [-2.400, 1.750, 2.798], [-0.347, -3.637, 7.406], [1.645, 6.480, 2.638], [0.903, 7.875, 3.270], [-3.345, 4.032, 3.292], [-3.094, 5.677, 1.822], [1.202, 0.591, -1.633], [-1.152, -4.883, -5.016], [2.858, -3.719, 7.952], [1.144, 3.960, -3.742], [3.615, 7.121, 5.415], [1.460, 8.268, 6.035], [-2.206, -6.262, -3.266], [-5.310, -4.271, -5.188], [-4.701, -4.684, -7.672], [-0.006, 7.458, 5.632], [-1.581, -7.143, 5.970], [0.381, -2.159, 0.851], [-0.058, -0.085, -0.820], [-0.611, -6.610, 7.410], [-3.225, 3.372, 0.876], [2.671, 5.322, 7.099], [-4.029, 1.034, 2.808], [1.089, -2.704, 6.806], [1.450, -3.671, -0.454], [-4.985, 3.355, 3.455], [1.972, 2.068, -6.730], [-4.831, -5.780, -3.277]],
  "lowdin_charge": [0.61, 0.52, 0.62, 0.60, 0.56, 0.57, 0.62, 0.55, 0.62, 0.55, 0.09, 0.10, 0.12, 0.02, 0.12, 0.16, 0.18, 0.18, 0.20, 0.09, 0.14, 0.14, 0.11, 0.14, 0.11, 0.10, 0.09, 0.04, 0.06, 0.09, 0.12, 0.18, 0.12, 0.10, 0.16, 0.17, 0.16, 0.12, 0.12, 0.12, -0.30, -0.26, -0.21, -0.30, -0.25, 0.21, -0.27, -0.29, -0.30, -0.31, -0.27, -0.30, -0.29, 0.21, -0.27, -0.29, -0.27, -0.29, -0.30, -0.30, -0.30, -0.29, -0.30, -0.32, -0.22, -0.22, 0.02, -0.28, -0.29, -0.29, 0.01, -0.26, -0.26, -0.30, -0.60, 0.01, -0.15, -0.15, -0.16, -0.07, -0.01, -0.15, -0.72, -0.36, -0.08, -0.10, -0.15, -0.59, -0.40, 0.02, -0.19, 0.02, -0.40, -0.59, 0.01, -0.61, -0.65, 0.03, 0.00, -0.12, -0.09, -0.09, -0.24, -0.04, 0.09, -0.11, -0.12, 0.04, -0.14, -0.11, -0.10, -0.29, -0.13, -0.71, -0.11, -0.63, -0.09, -0.13, 0.03, -0.10, -0.14, -0.13, -0.19, 0.02, -0.13, -0.19, -0.03, -0.68, -0.08, -0.17, -0.12, -0.11, -0.37, -0.01, -0.12, -0.68, -0.16, 0.07, 0.10, 0.10, 0.10, 0.10, 0.09, 0.12, 0.05, 0.14, 0.08, 0.15, 0.11, 0.11, 0.08, 0.10, 0.09, 0.09, 0.09, 0.12, 0.10, 0.10, 0.06, 0.13, 0.09, 0.14, 0.16, 0.12, 0.08, 0.14, 0.07, 0.12, 0.12, 0.09, 0.12, 0.08, 0.10, 0.14, 0.14, 0.11, 0.09, 0.10, 0.07, 0.09, 0.08, 0.16, 0.09, 0.10, 0.13, 0.08, 0.13, 0.13, 0.10, 0.06, 0.14, 0.10, 0.09, 0.10, 0.13, 0.11, 0.10, 0.10, 0.10, 0.10, 0.11, 0.13, 0.10, 0.14, 0.08, 0.09, 0.09, 0.11, 0.11, 0.09, 0.13, 0.10, 0.09, 0.08, 0.10, 0.09, 0.12, 0.11, 0.10, 0.14, 0.13, 0.10, 0.09, 0.11, 0.10, 0.06, 0.14, 0.07, 0.08, 0.10, 0.07, 0.09, 0.13, 0.05, 0.11, 0.13, 0.12, 0.12, 0.13, 0.11, 0.10, 0.15, 0.04, 0.10, 0.12, 0.12, 0.10, 0.09, 0.09, 0.04, 0.10, 0.09, 0.12],
  "total_energy_ev": -320553.1343,
  "lumo_energy_ev": -5.05,
  "fmax_ha_per_bohr": 0.081,
  "homo_energy_ev": -9.52,
  "total_charge": 1
}



Entry 2:
{
  "formula": "C33H75N9O11",
  "method": "wB97M-V/def2-TZVPD",
  "elements": ["O", "O", "O", "O", "O", "O", "O", "O", "O", "O", "O", "N", "N", "N", "N", "N", "N", "N", "N", "N", "C", "C", "C", "C", "C", "C", "C", "C", "C", "C", "C", "C", "C", "C", "C", "C", "C", "C", "C", "C", "C", "C", "C", "C", "C", "C", "C", "C", "C", "C", "C", "C", "C", "H", "H", "H", "H", "H", "H", "H", "H", "H", "H", "H", "H", "H", "H", "H", "H", "H", "H", "H", "H", "H", "H", "H", "H", "H", "H", "H", "H", "H", "H", "H", "H", "H", "H", "H", "H", "H", "H", "H", "H", "H", "H", "H", "H", "H", "H", "H", "H", "H", "H", "H", "H", "H", "H", "H", "H", "H", "H", "H", "H", "H", "H", "H", "H", "H", "H", "H", "H", "H", "H", "H", "H", "H", "H", "H"],
  "xyz": [[0.078, 6.068, -2.271], [-2.207, 4.535, 2.745], [0.890, 0.303, 1.786], [-1.389, -4.549, 0.745], [1.631, -3.582, -5.546], [3.492, 0.755, 3.733], [-0.931, 0.208, -3.747], [3.582, 1.920, -1.148], [0.876, -3.002, 4.967], [-4.579, -1.876, 3.678], [-4.180, -2.382, -2.570], [0.525, -2.492, -3.841], [2.817, -1.855, 5.009], [4.214, 0.317, 1.616], [-2.714, -3.984, -1.831], [0.543, -5.599, 1.175], [-3.749, -3.446, 2.287], [-1.206, 7.522, -1.140], [-1.934, 2.216, -3.457], [4.162, 3.148, -2.930], [-2.102, 2.143, 2.994], [0.247, -6.848, 0.496], [-1.928, 0.880, -3.663], [-2.237, -2.292, 3.774], [-0.664, 6.331, -1.341], [3.421, 2.940, -1.823], [0.638, 0.405, 0.610], [-3.252, -2.740, -1.816], [-0.250, -4.485, 1.182], [1.258, -0.483, -0.414], [2.363, 3.955, -1.397], [-0.218, 1.563, 0.078], [3.587, -3.028, 5.322], [-1.665, 3.585, 3.244], [0.747, -2.829, -5.175], [-4.984, -3.711, 1.619], [-1.050, 8.636, -2.043], [0.334, -3.276, 1.805], [-2.555, -1.854, -0.909], [-0.486, 3.676, 4.167], [-3.250, -4.991, -2.717], [-0.752, 3.090, -3.308], [1.277, -3.221, -2.854], [-3.637, -2.519, 3.252], [3.767, 1.145, 2.614], [4.255, -1.093, 1.728], [0.670, -0.639, 4.651], [3.649, 2.642, 2.174], [3.955, 4.183, -3.932], [-3.284, 0.322, -3.917], [-0.151, -2.186, -6.154], [-1.005, 5.255, -0.340], [1.438, -1.935, 4.882], [-2.925, -3.836, 1.850], [-0.660, 9.479, -1.507], [1.457, -3.404, 1.830], [-3.189, -0.130, -4.899], [3.981, 3.751, -4.961], [-0.007, -3.087, 2.833], [-0.625, 2.956, 5.036], [-1.834, -1.591, 2.978], [4.798, 4.859, -4.062], [0.042, 1.754, -0.987], [-0.374, 8.322, -2.802], [0.136, 2.568, -3.724], [0.540, -0.752, -1.209], [-0.059, -0.705, 3.839], [-2.847, 2.115, 2.170], [-0.656, -7.340, 0.825], [2.681, 5.029, -1.424], [-2.471, -5.731, -2.926], [-0.276, 4.710, 4.394], [-2.833, 2.662, -3.411], [3.228, -3.906, 4.813], [-1.984, 8.911, -2.580], [-4.101, -5.524, -2.283], [-4.035, 1.087, -3.828], [-2.576, 1.711, 3.878], [1.687, -1.319, 0.096], [4.606, -2.819, 5.015], [-1.714, -2.232, -0.342], [-2.109, -1.039, -1.542], [3.045, 4.779, -3.755], [3.491, -3.267, 6.393], [-5.568, -2.791, 1.387], [-4.809, -4.259, 0.725], [-3.679, -4.585, -3.587], [4.436, 0.757, 0.763], [4.339, 3.165, 2.837], [4.569, -1.507, 0.776], [3.268, -1.497, 1.909], [-5.599, -4.234, 2.332], [1.477, -5.420, 1.466], [-1.769, 5.525, 0.386], [0.107, -0.399, 5.551], [-0.469, -2.928, -6.849], [1.439, 3.922, -1.978], [0.096, -2.433, 1.123], [-0.959, 4.034, -3.791], [0.377, 3.177, 3.689], [1.085, -7.511, 0.605], [-1.361, 4.404, -0.901], [-0.168, -1.824, -3.540], [-2.302, -1.754, 4.731], [-0.616, 3.314, -2.252], [-0.072, 2.399, 0.738], [-0.088, 4.962, 0.187], [1.998, 3.663, -0.408], [0.134, -6.696, -0.564], [2.701, 3.057, 2.501], [-3.310, -1.410, -0.247], [1.289, 0.242, 4.421], [-3.525, -0.503, -3.228], [-2.168, -4.255, -0.996], [1.673, -4.116, -3.348], [-0.913, -1.639, -5.639], [3.239, -0.943, 4.829], [-1.655, -3.202, 3.882], [-1.335, 1.392, 2.786], [-1.280, 1.252, 0.104], [2.073, 0.043, -0.926], [-1.899, 7.600, -0.429], [0.436, -1.470, -6.730], [2.131, -2.614, -2.513], [0.640, -3.503, -2.005], [4.953, -1.523, 2.459], [3.800, 2.824, 1.114], [4.813, 2.429, -3.128]],
  "lowdin_charge": [0.02, 0.06, 0.06, 0.00, 0.03, 0.02, 0.03, -0.01, 0.02, 0.04, 0.01, 0.02, 0.01, 0.03, 0.03, 0.03, 0.01, 0.02, 0.03, 0.03, -0.03, -0.06, -0.58, -0.01, -0.56, -0.51, -0.47, -0.56, -0.51, -0.02, 0.00, 0.00, -0.09, -0.51, -0.54, -0.07, -0.06, 0.02, 0.00, -0.02, -0.07, -0.06, -0.09, -0.58, -0.49, -0.09, -0.01, 0.03, -0.07, 0.02, 0.00, 0.01, -0.52, 0.09, 0.08, 0.10, 0.10, 0.09, 0.05, 0.11, 0.10, 0.07, 0.07, 0.07, 0.10, 0.08, 0.04, 0.09, 0.09, 0.11, 0.09, 0.08, 0.12, 0.07, 0.10, 0.08, 0.08, 0.09, 0.05, 0.08, 0.06, 0.08, 0.09, 0.09, 0.10, 0.07, 0.06, 0.09, 0.08, 0.09, 0.06, 0.08, 0.12, 0.07, 0.09, 0.08, 0.05, 0.07, 0.08, 0.08, 0.08, 0.06, 0.08, 0.09, 0.02, 0.06, 0.09, 0.06, 0.08, 0.06, 0.10, 0.06, 0.06, 0.09, 0.08, 0.05, 0.09, 0.07, 0.05, 0.10, 0.08, 0.13, 0.09, 0.08, 0.07, 0.09, 0.05, 0.13],
  "smiles": "CNC(C)=O.CNC(C)=O.CNC(C)=O.CNC(C)=O.CNC(C)=O.CNC(C)=O.CNC(C)=O.CNC(C)=O.CNC(C)=O.CC(C)=O.CC(C)=O",
  "total_energy_ev": -71375.2805,
  "de_lowest_kj_mol": 0.0,
  "lumo_energy_ev": 0.34,
  "fmax_ha_per_bohr": 0.059,
  "homo_energy_ev": -9.05,
  "total_charge": 0
}